Entry 1:
Entry from OMol25: C25H26LiN4O2P as an isolated structure in a non-equilibrium geometry (the ωB97M-V functional and the def2-TZVPD basis).

The calculation puts the largest force on an atom at 1.065 eV/Å. The value obtained for the gap between HOMO and LUMO is 8.070 eV. The LUMO energy comes out at 0.010 Eh.

The geometry in ORCA input format:
```
! RIJCOSX wB97M-V def2-TZVPD def2/J DEFGRID3
* xyz 0 1
P 1.222 0.131 0.503
O 2.647 -0.516 -1.464
O 4.663 0.310 -1.924
N -2.966 -0.367 -3.763
N -3.066 -0.954 -1.427
N -2.970 1.363 -2.082
N -1.009 -0.049 -2.357
C 5.307 0.103 0.861
C 3.128 0.255 2.569
C 2.918 0.156 1.196
C -1.514 -0.404 -3.693
C 4.413 0.253 3.079
C -0.987 3.773 2.174
C -1.641 2.554 2.167
C 1.021 2.687 1.441
C -0.969 1.402 1.797
C -3.504 -1.298 -2.776
C 0.038 -1.656 2.426
C 0.889 -2.578 0.381
C -3.510 0.403 -1.126
C 0.381 1.445 1.453
C 4.017 0.062 0.345
C -1.518 1.295 -2.035
C -1.615 -0.981 -1.392
C 5.506 0.186 2.227
C -0.235 -3.998 1.949
C 0.681 -1.473 1.205
C -3.414 0.979 -3.418
C 0.352 3.834 1.816
C 3.801 -0.048 -1.145
C 0.438 -3.832 0.748
C -0.422 -2.913 2.786
Li 1.088 -0.222 -1.996
H 2.048 2.736 1.098
H -1.284 -0.711 -0.385
H -1.504 0.460 1.780
H -4.597 -1.277 -2.821
H 1.405 -2.436 -0.561
H 0.868 4.782 1.827
H -4.506 1.014 -3.461
H -1.177 -1.414 -3.950
H -3.012 1.687 -4.150
H -2.685 2.505 2.442
H 0.599 -4.680 0.098
H -1.520 4.672 2.447
H -3.163 -2.310 -3.016
H -1.111 0.297 -4.432
H 4.567 0.313 4.146
H -1.115 2.012 -2.756
H -0.934 -3.047 3.729
H -1.275 -1.998 -1.609
H 6.507 0.199 2.636
H -4.603 0.437 -1.165
H -1.186 1.574 -1.030
H -0.128 -0.822 3.092
H 6.137 0.066 0.169
H -0.609 -4.972 2.230
H 2.283 0.332 3.239
H -3.174 0.676 -0.122
*
```



Entry 2:
Entry from OMol25: one molecule with the formula C25H26N2O2 (the ωB97M-V functional and the def2-TZVPD basis).

The calculation puts the largest force on an atom at 0.540 eV/Å. The SMILES is COc1cccc(CN2CCN(C(=O)c3ccc(-c4ccccc4)cc3)CC2)c1. The value obtained for the gap between HOMO and LUMO is 9.197 eV. The LUMO energy comes out at 0.024 Eh.

The geometry in ORCA input format:
```
! RIJCOSX wB97M-V def2-TZVPD def2/J DEFGRID3
* xyz 0 1
O 1.025 -3.180 1.230
O -7.372 -0.501 -1.006
N -2.364 -0.089 -0.733
N 0.051 -1.442 0.179
C -5.238 0.385 -0.683
C -2.284 -0.857 0.505
C 4.635 -1.434 -0.543
C 2.775 -0.280 1.149
C -8.720 -0.635 -0.628
C 1.125 -2.108 0.659
C -6.957 0.987 0.885
C -6.559 0.290 -0.251
C 8.793 1.534 -0.351
C -1.115 -0.114 -1.475
C 2.448 -1.438 0.454
C 3.395 -2.020 -0.380
C 0.118 -0.204 -0.569
C 6.867 0.456 -1.290
C -4.723 1.847 1.141
C -4.318 1.157 0.005
C -6.034 1.760 1.569
C 6.986 0.852 1.071
C 4.022 0.295 0.999
C 4.967 -0.268 0.143
C -2.900 1.238 -0.497
C 6.289 0.354 -0.027
C -1.278 -1.990 0.381
C 8.229 1.434 0.910
C 8.108 1.044 -1.450
H -1.991 -0.215 1.354
H -1.553 -2.647 -0.453
H -3.276 -1.262 0.723
H 8.762 1.811 1.771
H 4.262 1.202 1.535
H -4.015 2.453 1.688
H 9.764 1.992 -0.476
H -2.898 1.774 -1.452
H -4.935 -0.162 -1.561
H -8.818 -1.081 0.367
H -1.125 -0.986 -2.139
H -6.348 2.298 2.451
H -7.972 0.938 1.245
H -9.168 -1.300 -1.364
H 8.542 1.122 -2.436
H -1.045 0.778 -2.099
H -1.252 -2.592 1.292
H 0.136 0.660 0.109
H 5.367 -1.898 -1.188
H 6.330 0.089 -2.152
H -9.242 0.328 -0.647
H 2.054 0.164 1.820
H -2.290 1.816 0.222
H 6.558 0.761 2.059
H 3.151 -2.935 -0.900
H 1.031 -0.182 -1.169
*
```



Entry 3:
Entry from OMol25: one molecule with the formula C25H26N2O4S in a non-equilibrium geometry (the ωB97M-V functional and the def2-TZVPD basis).

The calculation puts the largest force on an atom at 1.158 eV/Å. The SMILES is COc1ccc(C(=O)NCc2ccc(C)cc2)cc1S(=O)(=O)N1CCCc2ccccc21. The value obtained for the gap between HOMO and LUMO is 8.904 eV. The LUMO energy comes out at 0.019 Eh.

The geometry in ORCA input format:
```
! RIJCOSX wB97M-V def2-TZVPD def2/J DEFGRID3
* xyz 0 1
S -2.167 -0.789 -2.209
O 3.506 1.909 -1.620
O -2.441 -1.161 -3.565
O -0.298 -3.157 -2.037
O -2.615 0.510 -1.791
N 1.544 2.885 -1.081
N -2.878 -1.945 -1.217
C 2.648 3.742 1.570
C 0.206 0.419 -1.779
C 2.331 -0.641 -1.547
C 1.298 5.999 2.407
C -3.830 -2.863 -1.800
C 2.306 1.828 -1.433
C -3.318 -4.297 -1.749
C 1.357 5.688 1.060
C -0.387 -0.817 -1.915
C -3.054 -4.681 -0.296
C 2.036 4.560 0.626
C -0.800 -2.988 2.242
C 1.908 5.187 3.353
C 0.432 -4.361 -1.921
C -2.227 -2.308 -0.048
C 1.834 5.507 4.814
C -0.814 -1.675 1.799
C -1.530 -1.335 0.668
C 2.107 4.197 -0.834
C 2.583 4.052 2.914
C 1.578 0.530 -1.582
C -2.247 -3.629 0.415
C -1.526 -3.946 1.557
C 1.743 -1.881 -1.688
C 0.365 -1.992 -1.883
H 3.066 3.410 3.637
H -2.400 -4.351 -2.332
H 0.576 2.751 -0.842
H 0.892 -4.448 -0.932
H 2.805 5.370 5.287
H -3.986 -2.538 -2.829
H -0.448 1.274 -1.844
H -0.274 -0.912 2.339
H 1.126 4.841 5.308
H -2.538 -5.643 -0.240
H 1.199 -4.440 -2.697
H 0.769 6.886 2.727
H 3.150 4.146 -1.163
H 3.398 -0.555 -1.408
H -1.534 -4.968 1.910
H 1.507 6.531 4.973
H -4.054 -4.968 -2.194
H -0.292 -5.163 -2.052
H 0.875 6.334 0.340
H 2.364 -2.761 -1.650
H -4.010 -4.796 0.226
H -4.775 -2.775 -1.251
H -0.239 -3.261 3.122
H 1.576 4.939 -1.438
H 3.182 2.863 1.240
H -1.582 -0.312 0.334
*
```



Entry 4:
Entry from OMol25: C25H26N4O9P2W as an isolated structure in a non-equilibrium geometry (the ωB97M-V functional and the def2-TZVPD basis).

The calculation puts the largest force on an atom at 6.694 eV/Å. The value obtained for the gap between HOMO and LUMO (spin up / spin down) is 4.476 / 6.426 eV. The expectation value of S² is 2.20. The LUMO energy (spin up / spin down) comes out at -0.072 / -0.063 Eh.

The geometry in ORCA input format:
```
! RIJCOSX wB97M-V def2-TZVPD def2/J DEFGRID3
* xyz 0 3
W 0.492 -0.364 0.527
P 1.599 -2.266 -1.044
P 2.534 -2.273 1.648
O 0.217 -2.207 -0.282
O 2.622 -2.819 0.145
O 1.700 -3.086 -2.244
O 2.118 -0.773 1.506
O 1.944 -0.748 -1.154
O 3.674 -2.631 2.474
O -0.740 0.333 -0.551
O -3.440 -5.265 -5.891
O 1.108 -2.833 2.181
N 0.019 -0.295 -3.114
N -4.695 0.111 -5.583
N 1.239 1.937 1.308
N -4.453 0.865 -4.611
C -3.090 -5.887 -7.101
C -4.237 -2.035 -4.514
C -4.162 -1.802 -6.909
C 0.252 2.938 0.881
C -1.996 -0.545 4.277
C 2.573 2.282 0.804
C 0.075 0.994 3.293
C -0.366 -0.476 -5.427
C -3.481 0.782 -3.691
C -1.364 0.362 5.112
C -1.666 0.022 -5.248
C -1.605 0.580 -1.585
C -2.850 1.211 -1.382
C -2.146 0.312 -3.971
C -4.331 -1.214 -5.650
C -3.854 -3.141 -7.031
C -3.741 1.327 -2.412
C -1.240 0.191 -2.877
C -3.964 -3.373 -4.638
C 1.260 1.803 2.783
C -0.328 1.134 4.615
C -0.520 0.056 2.408
C -1.580 -0.690 2.962
C 0.442 -0.662 -4.344
C -3.744 -3.941 -5.896
H 0.670 -0.424 -2.331
H -0.733 2.662 1.265
H 3.264 1.462 1.013
H 2.950 3.200 1.272
H 1.432 -1.084 -4.398
H -0.014 -0.719 -6.416
H 0.178 1.833 5.266
H -4.710 1.770 -2.250
H -2.083 -1.418 2.332
H -2.223 -5.405 -7.564
H -3.707 -3.558 -8.015
H -1.676 0.463 6.141
H -2.280 0.214 -6.113
H 0.515 3.935 1.254
H -4.239 -1.177 -7.787
H -3.090 1.564 -0.389
H -3.924 -5.899 -7.812
H 2.172 1.251 3.049
H -2.806 -1.147 4.660
H 0.211 2.967 -0.212
H 1.202 -3.713 2.548
H 1.301 2.793 3.266
H -4.419 -1.603 -3.541
H -3.905 -4.013 -3.773
H 2.537 2.436 -0.274
H -2.828 -6.908 -6.829
*
```



Repeat the second record exactly.
Entry from OMol25: one molecule with the formula C25H26N2O2 (the ωB97M-V functional and the def2-TZVPD basis).

The calculation puts the largest force on an atom at 0.540 eV/Å. The SMILES is COc1cccc(CN2CCN(C(=O)c3ccc(-c4ccccc4)cc3)CC2)c1. The value obtained for the gap between HOMO and LUMO is 9.197 eV. The LUMO energy comes out at 0.024 Eh.

The geometry in ORCA input format:
```
! RIJCOSX wB97M-V def2-TZVPD def2/J DEFGRID3
* xyz 0 1
O 1.025 -3.180 1.230
O -7.372 -0.501 -1.006
N -2.364 -0.089 -0.733
N 0.051 -1.442 0.179
C -5.238 0.385 -0.683
C -2.284 -0.857 0.505
C 4.635 -1.434 -0.543
C 2.775 -0.280 1.149
C -8.720 -0.635 -0.628
C 1.125 -2.108 0.659
C -6.957 0.987 0.885
C -6.559 0.290 -0.251
C 8.793 1.534 -0.351
C -1.115 -0.114 -1.475
C 2.448 -1.438 0.454
C 3.395 -2.020 -0.380
C 0.118 -0.204 -0.569
C 6.867 0.456 -1.290
C -4.723 1.847 1.141
C -4.318 1.157 0.005
C -6.034 1.760 1.569
C 6.986 0.852 1.071
C 4.022 0.295 0.999
C 4.967 -0.268 0.143
C -2.900 1.238 -0.497
C 6.289 0.354 -0.027
C -1.278 -1.990 0.381
C 8.229 1.434 0.910
C 8.108 1.044 -1.450
H -1.991 -0.215 1.354
H -1.553 -2.647 -0.453
H -3.276 -1.262 0.723
H 8.762 1.811 1.771
H 4.262 1.202 1.535
H -4.015 2.453 1.688
H 9.764 1.992 -0.476
H -2.898 1.774 -1.452
H -4.935 -0.162 -1.561
H -8.818 -1.081 0.367
H -1.125 -0.986 -2.139
H -6.348 2.298 2.451
H -7.972 0.938 1.245
H -9.168 -1.300 -1.364
H 8.542 1.122 -2.436
H -1.045 0.778 -2.099
H -1.252 -2.592 1.292
H 0.136 0.660 0.109
H 5.367 -1.898 -1.188
H 6.330 0.089 -2.152
H -9.242 0.328 -0.647
H 2.054 0.164 1.820
H -2.290 1.816 0.222
H 6.558 0.761 2.059
H 3.151 -2.935 -0.900
H 1.031 -0.182 -1.169
*
```



Q: What is the formula in the third record?
A: C25H26N2O4S